Entry 1:
C9H14IrN2P as an isolated structure in a non-equilibrium geometry, computed with ωB97M-V/def2-TZVPD.

Summary:
ΔE to the lowest compared entry with this formula, charge and spin = 38.2 kcal per mole
LUMO level (alpha / beta) = 0.534 / -1.436 eV
Multiplicity = 5
DFT total energy = -906.213312 Ha
HOMO (alpha / beta) = -3.51 / -7.75 eV

```
27
Properties=species:S:1:pos:R:3:forces:R:3:nbo_charge:R:1
C 1.6215 0.4767 -0.2700 2.1 0.7 1.5 -0.17
C 2.8384 0.5328 0.4933 -2.9 0.5 -0.6 -0.36
C 3.4255 -0.7384 0.3644 2.2 0.1 -0.3 -0.07
C 2.8526 -1.4648 -0.7057 -2.9 0.4 -0.4 -0.37
C 1.6373 -0.7728 -1.0350 2.0 -1.4 0.7 -0.17
Ir -1.4948 0.0478 -0.1424 -0.1 -0.5 0.7 0.12
P -1.5378 1.5856 -1.5525 -0.1 2.4 -2.3 0.04
H 0.8009 1.2088 -0.2047 0.7 -0.4 -0.3 0.21
H 3.1519 1.3833 1.0992 -0.1 -0.6 0.0 0.22
H 4.3233 -1.0695 0.9284 -0.7 0.2 -0.4 0.21
H 0.8018 -1.1502 -1.6121 0.2 0.1 -0.3 0.22
H 3.1743 -2.4218 -1.1102 -0.2 0.3 0.3 0.22
H -1.5897 1.1122 -2.9163 0.1 1.0 0.2 -0.05
H -0.5913 2.6699 -1.6195 -0.3 -0.4 -0.4 -0.04
H -2.7419 2.3662 -1.4513 0.5 -0.3 -0.4 0.00
C -2.0602 -3.8969 3.5743 -0.3 -0.4 0.4 -0.40
N -2.3639 -2.7782 2.7084 -0.8 -0.1 0.2 -0.33
C -3.6102 -2.1583 2.5921 0.6 0.2 -0.3 -0.08
C -3.4780 -1.1608 1.6750 1.6 -1.0 0.0 -0.06
N -2.1532 -1.2159 1.2052 -0.2 -1.5 1.6 -0.64
C -1.5090 -2.1957 1.8320 -1.0 0.3 0.3 0.19
H -2.3204 -3.6551 4.6220 0.2 -0.1 -0.5 0.21
H -2.6491 -4.7791 3.2702 0.3 0.3 0.1 0.21
H -0.9915 -4.1306 3.5102 -0.3 0.1 0.0 0.22
H -4.4881 -2.4536 3.1342 0.1 -0.2 0.3 0.23
H -4.1313 -0.4081 1.2760 -0.2 -0.1 0.1 0.24
H -0.4639 -2.4828 1.7082 -0.5 0.2 0.0 0.22
```
Forces are in eV/Å.

Entry 2:
C41H51N3O2PdSiTe as an isolated structure in a non-equilibrium geometry, computed with ωB97M-V/def2-TZVPD.

Summary:
ΔE to the lowest compared entry with this formula, charge and spin = 0.0 kcal per mole
LUMO level (alpha / beta) = 0.147 / -0.555 eV
Multiplicity = 3
DFT total energy = -2592.859442 Ha
HOMO (alpha / beta) = -5.78 / -6.96 eV

```
100
Properties=species:S:1:pos:R:3:forces:R:3:mulliken_spin:R:1
Pd -1.2264 -0.0180 0.0033 1.1 0.0 -0.4 0.94
C 5.4486 1.4009 2.6803 0.9 -1.0 -0.3 0.00
C 4.2393 0.9606 1.8991 -2.1 -0.8 1.7 0.00
C 4.3212 0.5321 0.5912 -0.8 0.2 -1.1 0.00
C 3.2065 0.3990 -0.2307 -2.4 0.6 1.2 0.02
C 3.3573 0.5013 -1.7092 1.1 0.3 0.6 0.00
O 2.9131 1.4160 -2.3894 0.0 -0.9 0.4 0.00
C 4.3110 -0.5165 -2.2330 0.1 -0.6 -1.0 0.00
C 4.6991 -0.4200 -3.5872 0.4 -1.2 0.7 0.00
C 5.4321 -1.4318 -4.1835 0.5 -0.1 0.0 0.00
C 5.6923 -2.6079 -3.4783 0.7 0.5 -1.0 0.00
C 5.4269 -2.6521 -2.1380 -0.8 0.1 1.3 0.00
C 4.7424 -1.6174 -1.4649 0.0 0.0 -1.6 0.00
C 1.8315 0.3621 0.3119 2.0 -0.2 -0.4 0.01
O 0.9089 0.0742 -0.5349 0.0 0.4 1.2 0.21
C 1.7641 0.5771 1.7658 -1.1 0.0 -1.5 -0.03
C 2.9174 0.8923 2.5004 1.4 1.0 -1.6 0.00
C 0.4750 0.4017 2.4775 -0.4 -1.7 -0.4 -0.01
N -0.5193 -0.3077 1.9746 0.9 0.6 0.8 0.15
C -1.4192 -1.1841 2.7553 -0.4 0.4 -0.9 0.03
C -1.1736 -2.6068 2.2557 0.1 -0.3 -1.4 0.01
Te -1.5935 -2.6859 0.0038 0.3 -0.7 1.1 0.21
C 0.1479 -3.8984 -0.2412 -0.4 0.0 0.3 0.02
C 0.2265 -5.0349 0.5584 1.1 -0.3 0.1 0.01
C 1.3800 -5.8461 0.4854 -1.1 0.4 0.7 0.01
C 2.4187 -5.5484 -0.3616 -0.4 1.1 -0.7 0.00
C 2.2740 -4.4430 -1.2079 -0.6 0.0 0.8 0.00
C 1.1817 -3.5900 -1.1298 -0.7 -0.1 -0.2 0.00
C 0.3933 0.8781 3.8728 0.0 -0.8 0.6 0.00
C 1.2549 0.3867 4.8668 0.2 -0.8 -0.7 0.00
C 1.1084 0.8413 6.1521 0.1 -0.2 1.7 0.00
C -0.0070 1.5928 6.5293 0.2 0.7 -0.5 0.00
C -0.7856 2.1604 5.5044 -0.6 0.3 1.1 0.00
C -0.6116 1.7978 4.2015 0.4 -0.8 -1.6 0.00
H 6.4029 1.3489 2.0502 -1.4 0.7 0.7 0.00
H 5.6844 0.6986 3.4890 -0.2 0.1 0.1 0.00
H 5.2178 2.3674 3.1299 0.6 0.1 -0.1 0.00
H 5.2482 0.3032 0.0984 0.7 0.6 0.1 0.00
H 4.3959 0.3965 -4.1761 -0.3 1.1 -0.4 0.00
H 5.9300 -1.3331 -5.1579 -0.8 0.1 0.2 0.00
H 6.1683 -3.4031 -4.0614 -0.1 0.0 0.7 0.00
H 5.6558 -3.5202 -1.5480 0.2 -0.4 0.0 0.00
H 4.4885 -1.7166 -0.4153 0.0 -0.1 -0.3 0.00
H 2.6931 1.1766 3.5207 0.9 0.1 -0.2 0.00
H -2.4849 -0.9543 2.5522 0.5 0.2 -0.1 0.00
H -1.3224 -1.0843 3.8211 0.5 0.0 0.6 0.00
H -1.7971 -3.3768 2.6978 -0.3 0.2 0.2 -0.01
H -0.1398 -2.9878 2.2586 -0.3 0.6 0.2 0.00
H -0.4828 -5.3013 1.3590 0.0 0.3 -0.8 0.00
H 1.3708 -6.6447 1.1993 0.5 -0.6 0.1 0.00
H 3.3643 -6.0426 -0.4167 0.2 -0.7 0.2 0.00
H 3.0567 -4.2214 -1.8736 0.9 0.3 -0.8 0.00
H 1.0565 -2.7060 -1.7680 0.4 -0.3 0.3 -0.01
H 1.9964 -0.4445 4.6852 -0.8 1.3 -0.1 0.00
H 1.8923 0.5964 6.8998 -0.9 -0.2 -0.4 0.00
H -0.2435 1.7450 7.5861 0.3 0.3 -0.4 0.00
H -1.5665 2.9063 5.6612 0.1 -0.4 0.6 0.00
H -1.2882 2.1224 3.3825 0.6 0.0 0.7 0.00
C -3.3426 2.4535 -1.4526 -0.4 1.0 -0.1 0.02
Si -3.1836 0.6351 -1.1847 -1.1 -1.3 -0.3 0.25
C -2.9065 -0.1459 -3.0131 -0.5 0.6 0.4 0.05
C -3.6071 -1.4955 -3.4107 0.3 1.3 -0.2 0.01
C -1.3951 -0.3366 -3.2971 -0.7 0.8 -0.8 0.07
C -3.5326 0.9923 -3.9108 1.4 0.0 0.3 0.01
C -4.8628 0.2212 -0.2722 0.6 1.1 -1.2 0.01
C -4.9611 -1.2899 -0.2212 -1.4 0.6 0.7 -0.01
C -6.0959 0.8343 -1.0188 1.4 -0.2 1.7 0.01
C -4.8082 0.8223 1.1440 -0.3 -0.4 -0.8 0.01
H -4.2826 2.8202 -1.9149 0.6 -0.4 0.2 0.00
H -2.5218 2.7724 -2.0875 0.2 0.5 0.2 -0.01
H -3.2852 2.8982 -0.4593 0.2 0.3 -0.1 0.00
H -4.7037 -1.4441 -3.2928 0.5 -0.2 0.1 0.00
H -3.1400 -2.3268 -2.8850 -0.4 -0.1 0.2 0.00
H -3.3973 -1.6505 -4.4843 -0.1 0.0 0.2 0.00
H -1.1010 -1.3631 -3.2085 0.3 -0.6 0.5 0.00
H -0.6885 0.3276 -2.8007 -0.1 0.0 0.4 -0.04
H -1.2504 -0.1166 -4.3504 0.1 0.0 -0.5 0.00
H -4.5005 1.2217 -3.4946 -0.5 0.2 -0.3 0.00
H -3.6257 0.5999 -4.9145 -0.2 0.0 -0.5 0.00
H -2.9368 1.9619 -3.9725 -0.6 -1.4 0.2 0.00
H -4.9460 -1.7652 -1.1910 0.4 -0.2 -0.1 0.00
H -5.9740 -1.4005 0.1430 -0.6 -0.8 0.3 0.00
H -4.3149 -1.7546 0.5171 0.3 -0.1 -0.1 0.01
H -6.2192 0.3251 -1.9477 -0.7 -0.3 -0.7 0.00
H -5.8952 1.8866 -1.1875 -0.2 0.1 -0.1 0.00
H -6.9208 0.7641 -0.2987 -0.4 -0.2 -0.6 0.00
H -3.8511 0.5501 1.4801 1.6 0.1 1.0 0.00
H -5.4796 0.3137 1.8159 -0.8 -0.2 0.2 0.00
H -4.9659 1.8996 1.2403 0.1 -0.1 -0.3 0.00
C 0.7863 4.1389 -1.8685 0.3 2.1 0.1 0.00
N 0.0972 4.3630 -0.5667 0.4 -1.1 0.2 0.00
C 0.0078 5.6865 0.1609 2.3 -1.5 -1.1 0.00
C -0.3796 3.2467 -0.0268 -1.9 -2.0 1.5 0.04
N -0.8924 2.2656 0.4228 2.0 3.6 -1.1 0.01
H 1.4078 5.0398 -1.9902 0.0 -0.3 -0.2 0.00
H 0.0690 4.1646 -2.6755 -0.3 -0.2 -0.3 0.00
H 1.4507 3.2845 -1.9745 -0.3 -0.3 0.7 0.00
H 0.8849 6.3173 -0.1828 -1.2 -0.6 0.2 0.00
H 0.1694 5.4818 1.2114 -0.3 0.1 0.2 0.00
H -0.9379 6.1108 -0.0531 -0.8 0.8 0.0 0.00
```
Forces are in eV/Å.

Entry 3:
C35H32N5RuSb as an isolated structure in a non-equilibrium geometry, computed with ωB97M-V/def2-TZVPD.

Summary:
ΔE to the lowest compared entry with this formula, charge and spin = 9.6 kcal per mole
Net charge = +2
LUMO level (alpha / beta) = -6.137 / -7.355 eV
Multiplicity = 5
DFT total energy = -1961.240946 Ha
HOMO (alpha / beta) = -11.80 / -13.86 eV

```
74
Properties=species:S:1:pos:R:3:forces:R:3:mulliken_spin:R:1
Ru 0.3141 -0.3648 0.1633 0.0 -1.2 0.2 2.64
C 1.6356 -1.6154 2.8289 -0.1 0.1 0.0 -0.01
N 2.1058 -0.6817 1.7908 -0.1 -0.3 -0.3 0.03
C 3.2639 -1.1688 1.0235 0.0 -0.1 0.0 -0.01
C 2.8007 -2.0579 -0.0859 0.2 -0.2 -0.1 0.02
N 1.7274 -1.8282 -0.8151 -0.4 0.5 0.5 0.08
C 1.6484 -2.8618 -1.7414 0.2 -0.3 -0.1 0.01
C 0.7300 -3.1224 -2.7549 -0.1 0.1 0.0 0.00
C 0.9444 -4.2368 -3.5391 -0.1 0.1 0.0 0.00
C 2.0432 -5.0830 -3.3327 0.1 0.0 0.0 0.00
C 2.9629 -4.8378 -2.3340 0.1 -0.1 0.0 0.00
C 2.7428 -3.7154 -1.5471 -0.3 0.2 -0.1 0.00
N 3.4443 -3.1723 -0.4813 0.0 0.0 0.1 0.01
C 0.1789 -1.9120 2.6814 -0.1 -0.3 0.2 0.01
N -0.4223 -2.0828 1.5165 0.3 0.8 -0.2 0.08
C -1.6991 -2.5735 1.8144 -0.1 -0.2 0.3 0.02
C -2.7114 -3.0756 0.9956 0.0 0.0 0.0 -0.02
C -3.8549 -3.5501 1.6059 0.0 0.0 -0.1 0.00
C -4.0020 -3.5496 2.9987 0.0 0.0 0.1 0.00
C -2.9896 -3.1106 3.8265 0.0 0.0 0.1 0.00
C -1.8372 -2.6444 3.2086 -0.1 0.0 -0.4 0.00
N -0.6205 -2.2182 3.7186 0.1 0.1 0.0 0.00
H 1.8351 -1.2240 3.8276 0.1 0.0 0.0 0.00
H 2.1667 -2.5665 2.7388 0.0 0.0 0.0 0.00
H 2.3602 0.1957 2.2286 -0.1 0.1 -0.1 0.00
H 3.9850 -1.7022 1.6500 0.0 0.0 0.0 0.00
H 3.7778 -0.3060 0.5973 0.0 0.0 0.0 0.00
H -0.1182 -2.4737 -2.9272 0.0 0.0 0.0 0.00
H 0.2497 -4.4625 -4.3365 0.0 0.0 0.0 0.00
H 2.1760 -5.9429 -3.9745 0.0 0.0 0.0 0.00
H 3.8101 -5.4906 -2.1691 0.0 0.0 0.0 0.00
H 4.2957 -3.5401 -0.0881 0.0 0.0 0.0 0.00
H -2.5926 -3.1467 -0.0762 -0.1 -0.1 0.0 0.00
H -4.6482 -3.9573 0.9936 0.0 0.0 0.0 0.00
H -4.9156 -3.9310 3.4333 0.0 0.0 0.0 0.00
H -3.0873 -3.1426 4.9037 0.0 0.0 0.0 0.00
H -0.3737 -2.1739 4.6946 0.0 0.0 0.0 0.00
C 1.2928 6.6208 -2.0855 0.0 0.0 0.0 0.00
C 2.0906 5.6644 -2.6973 0.0 0.0 0.0 0.00
C 1.7667 4.3198 -2.5858 0.0 0.0 0.0 -0.01
C 0.6448 3.9448 -1.8553 -0.2 -0.7 0.0 0.06
C -0.1556 4.8955 -1.2329 0.1 0.0 0.0 -0.01
C 0.1769 6.2373 -1.3537 -0.1 0.0 0.1 0.00
Sb 0.2028 1.8363 -1.7687 -0.1 0.7 0.0 0.08
C -1.8926 1.7831 -1.4410 0.3 0.1 -0.2 0.31
C -2.3423 0.5332 -0.7432 -0.1 0.1 0.4 -0.01
C -3.7925 0.2234 -0.9865 0.0 -0.1 -0.1 0.37
C -4.6295 1.1364 -1.5325 0.0 0.0 0.0 -0.11
C -4.1608 2.3878 -1.9977 -0.2 0.0 0.0 0.41
C -2.7810 2.6550 -2.0019 0.3 0.0 0.1 -0.11
C 0.7171 1.7638 0.4893 -0.2 0.0 -0.1 0.13
C -0.1211 2.1391 1.5520 0.0 0.2 0.0 -0.10
C 0.4127 2.7309 2.6906 0.0 0.0 0.1 0.00
C 1.7711 3.0124 2.7597 -0.1 0.0 0.0 0.06
C 2.6100 2.6932 1.6925 0.1 0.0 -0.1 -0.02
C 2.0904 2.0609 0.5783 0.1 0.1 0.0 0.12
H 1.5387 7.6697 -2.1824 0.0 0.0 0.0 0.00
H 2.9593 5.9641 -3.2686 0.0 0.0 0.0 0.00
H 2.3816 3.5723 -3.0748 0.0 0.0 0.0 0.00
H -1.0207 4.5984 -0.6524 0.0 0.0 0.0 0.01
H -0.4403 6.9867 -0.8748 0.0 0.0 0.0 0.00
H -2.2866 0.7062 0.3596 0.0 0.0 -0.1 0.09
H -4.1596 -0.7364 -0.6418 0.0 0.0 0.0 0.03
H -5.6800 0.8998 -1.6439 0.0 0.0 0.0 0.00
H -4.8551 3.1029 -2.4147 0.0 0.0 0.0 0.01
H -2.4145 3.5485 -2.4953 -0.1 0.0 0.0 0.00
H -1.1961 2.0170 1.4888 0.0 -0.1 0.0 -0.02
H -0.2376 3.0089 3.5100 0.0 0.0 0.0 0.00
H 2.1775 3.5060 3.6330 0.0 0.0 0.0 0.00
H 3.6614 2.9502 1.7316 0.0 0.0 0.0 0.00
H 2.7455 1.8169 -0.2532 0.0 0.0 0.0 0.00
C -1.3994 -0.6351 -1.0104 0.4 0.0 -0.1 -0.10
H -1.8304 -1.5634 -0.6536 0.1 0.0 0.0 -0.04
H -1.1702 -0.7229 -2.0742 0.0 0.0 0.0 -0.02
```
Forces are in eV/Å.